Below is a gas-phase ion, C4H13N3 (charge +2) in a non-equilibrium geometry, with properties calculated with the ωB97M-V functional and the def2-TZVPD basis.

```
20
C4H13N3 (the ωB97M-V functional and the def2-TZVPD basis)
N -0.20 -1.78 2.33
C 0.95 -1.26 1.98
N 1.25 -0.83 0.79
C 0.39 -1.10 -0.39
C -0.66 0.02 -0.63
C -0.17 1.14 -1.54
N -0.67 2.52 -1.12
H -0.22 -2.37 3.16
H -0.95 -2.14 1.75
H 1.61 -0.93 2.79
H 2.21 -0.61 0.57
H 1.07 -1.01 -1.24
H 0.03 -2.12 -0.35
H -1.01 0.40 0.33
H -1.54 -0.50 -1.02
H 0.91 1.12 -1.69
H -0.52 1.02 -2.55
H 0.00 3.26 -1.35
H -0.98 2.46 -0.15
H -1.52 2.70 -1.66
```

Output
**Total charge**: +2
**E**: -8812.808 eV
**ΔE to the lowest compared entry with this formula, charge and spin**: 0.769 eV
**HOMO level**: -19.0 eV
**SMILES string**: N/C=[NH+]\CCC[NH3+]
**Largest force on an atom**: 0.034 hartree/bohr

***

Below is 3 unconnected molecules or ions with the total composition C4H13N3S in a non-equilibrium geometry, with properties calculated with the ωB97M-V functional and the def2-TZVPD basis.

```
21
C4H13N3S (the ωB97M-V functional and the def2-TZVPD basis)
C -2.46 1.58 -0.09
N -1.35 0.90 0.60
C -1.67 -0.01 1.44
N -0.73 -0.83 2.04
H -3.35 0.95 -0.20
H -2.11 1.92 -1.08
H -2.74 2.47 0.47
H -1.18 -0.61 -1.09
H -2.72 -0.18 1.73
H 0.01 -1.10 1.42
H -1.14 -1.63 2.50
C 1.92 0.28 -0.45
C 1.41 -0.50 -1.66
S 0.37 -1.92 -1.15
N 2.89 -0.47 0.37
H 1.09 0.56 0.20
H 2.41 1.22 -0.79
H 2.25 -0.85 -2.26
H 0.83 0.21 -2.32
H 3.77 -0.57 -0.13
H 2.51 -1.41 0.45
```

Output
**E**: -19661.502 eV
**ΔE to the lowest compared entry with this formula, charge and spin**: 3.320 eV
**HOMO level**: -8.9 eV
**Largest force on an atom**: 0.078 hartree/bohr

***

Below is 2 unconnected molecules or ions with the total composition C4H13N4O in a non-equilibrium geometry, with properties calculated with the ωB97M-V functional and the def2-TZVPD basis.

```
22
C4H13N4O (the ωB97M-V functional and the def2-TZVPD basis)
C 0.99 3.20 2.23
C -0.09 1.17 1.28
N -1.21 0.47 1.12
N -0.12 2.45 1.62
N 1.11 0.59 1.06
H -2.09 0.86 1.41
H -1.13 -0.40 0.61
H -1.01 2.89 1.75
H 1.70 1.16 0.47
H 1.01 -0.35 0.68
H 1.12 2.99 3.27
H 0.75 4.25 2.17
H 1.90 3.02 1.68
C 0.68 -2.77 -2.46
C -0.40 -1.97 -1.76
O -0.08 -1.01 -1.06
N -1.66 -2.29 -2.10
H 0.70 -2.52 -3.52
H 0.41 -3.84 -2.43
H -2.38 -2.05 -1.43
H -1.86 -3.16 -2.58
H 1.65 -2.70 -1.99
```

Output
**Total charge**: +1
**E**: -12362.429 eV
**ΔE to the lowest compared entry with this formula, charge and spin**: 0.459 eV
**HOMO level**: -13.7 eV
**Largest force on an atom**: 0.034 hartree/bohr

***

Below is 2 unconnected molecules or ions with the total composition C4H13N4O in a non-equilibrium geometry, with properties calculated with the ωB97M-V functional and the def2-TZVPD basis.

```
22
C4H13N4O (the ωB97M-V functional and the def2-TZVPD basis)
C 1.74 0.34 -2.75
C 2.46 0.34 -1.36
O 2.08 -0.22 -0.36
N 3.71 0.94 -1.42
H 2.33 -0.44 -3.23
H 1.73 1.29 -3.26
H 4.26 0.86 -0.58
H 4.05 1.54 -2.15
H 0.78 -0.09 -2.51
C -3.57 0.14 2.17
C -1.54 -0.38 0.91
N -0.24 -0.23 0.82
N -2.17 0.45 1.75
N -2.29 -1.41 0.35
H 0.32 0.24 1.52
H 0.45 -0.60 0.13
H -1.76 1.33 2.02
H -1.77 -2.27 0.34
H -2.83 -1.14 -0.46
H -3.79 -0.91 2.35
H -4.24 0.44 1.36
H -3.66 0.49 3.21
```

Output
**Total charge**: +1
**E**: -12361.484 eV
**ΔE to the lowest compared entry with this formula, charge and spin**: 1.404 eV
**HOMO level**: -13.6 eV
**Largest force on an atom**: 0.077 hartree/bohr

***

Below is a gas-phase ion, C4H13N4O (charge +1) in a non-equilibrium geometry, with properties calculated with the ωB97M-V functional and the def2-TZVPD basis.

```
22
C4H13N4O (the ωB97M-V functional and the def2-TZVPD basis)
H 4.22 -1.12 3.33
N 3.30 -0.55 3.34
N 2.62 -0.96 2.38
O 1.43 -0.24 2.25
C 0.62 -0.96 1.17
N -0.52 -1.61 1.49
N 0.15 0.40 0.52
C -0.84 0.40 -0.50
C -0.45 -0.62 -1.63
C -0.97 1.91 -1.06
H 1.50 -1.55 0.68
H -1.32 -1.29 1.93
H -0.52 -2.69 1.31
H -0.04 1.01 1.42
H 0.99 0.91 0.16
H -1.68 -0.07 -0.12
H -1.23 -1.19 -2.03
H -0.05 0.03 -2.47
H 0.21 -1.36 -1.21
H -0.33 1.93 -2.01
H -0.56 2.64 -0.29
H -1.96 2.28 -1.50
```

Output
**Total charge**: +1
**E**: -12356.366 eV
**ΔE to the lowest compared entry with this formula, charge and spin**: 6.522 eV
**HOMO level**: -13.9 eV
**SMILES string**: [H]/N=N/O[C@@H](N)[NH2+]C(C)C
**Largest force on an atom**: 0.111 hartree/bohr

***

Below is 2 unconnected molecules or ions with the total composition C4H13N4O in a non-equilibrium geometry, with properties calculated with the ωB97M-V functional and the def2-TZVPD basis.

```
22
C4H13N4O (the ωB97M-V functional and the def2-TZVPD basis)
C 0.71 -3.09 -2.49
C 0.81 -1.47 -0.64
N 1.62 -0.61 -0.01
N 1.04 -1.76 -1.90
N -0.23 -1.95 0.08
H 2.36 -0.01 -0.34
H 1.25 -0.21 0.85
H 1.83 -1.30 -2.34
H -0.60 -2.86 -0.13
H -0.89 -1.32 0.50
H 1.47 -3.77 -2.17
H 0.75 -3.01 -3.57
H -0.28 -3.37 -2.16
C -2.29 2.71 1.48
C -0.87 2.23 1.23
O -0.76 0.99 1.06
N 0.14 3.06 1.32
H -2.35 3.75 1.19
H -2.54 2.60 2.53
H 1.05 2.72 1.61
H -0.08 4.04 1.52
H -2.99 2.06 0.98
```

Output
**Total charge**: +2
**Spin multiplicity**: 2
**E**: -12348.947 eV
**ΔE to the lowest compared entry with this formula, charge and spin**: 0.457 eV
**HOMO level (spin up / spin down)**: -17.8 / -17.8 eV
**Largest force on an atom**: 0.037 hartree/bohr

***

Below is 2 unconnected molecules or ions with the total composition C4H13N5 in a non-equilibrium geometry, with properties calculated with the ωB97M-V functional and the def2-TZVPD basis.

```
22
C4H13N5 (the ωB97M-V functional and the def2-TZVPD basis)
C 0.63 2.23 -1.19
C 0.55 1.33 0.02
C -0.50 1.75 1.03
N 0.50 -0.33 -0.23
N 1.29 -1.07 0.67
N -0.06 -0.61 -1.47
H 1.43 1.93 -1.86
H -0.32 2.23 -1.71
H 0.91 3.24 -0.88
H 1.54 1.38 0.49
H -0.23 2.74 1.42
H -0.50 1.09 1.90
H -1.46 1.83 0.54
H 2.28 -0.96 0.49
H 1.05 -0.81 1.64
H -1.08 -0.51 -1.37
H 0.24 -1.51 -1.83
N -2.43 -2.28 0.53
C -1.21 -2.52 0.50
N -0.25 -3.22 0.15
H -3.07 -3.01 0.81
H 0.70 -2.90 0.33
```

Output
**E**: -11804.782 eV
**ΔE to the lowest compared entry with this formula, charge and spin**: 4.147 eV
**HOMO level**: -7.4 eV
**SMILES string**: CC(C)N(N)N.N=C=N
**Largest force on an atom**: 0.111 hartree/bohr

***

Below is a molecular structure, C4H13NO in a non-equilibrium geometry, with properties calculated with the ωB97M-V functional and the def2-TZVPD basis.

```
19
C4H13NO (the ωB97M-V functional and the def2-TZVPD basis)
C 0.27 0.80 1.10
N 0.19 1.39 -0.17
C 0.44 0.40 -1.27
C -0.84 -0.23 -1.78
C -0.95 0.05 1.53
H 0.65 1.49 1.84
H 1.06 -0.14 1.01
H 0.90 2.11 -0.21
H 1.80 -0.51 0.98
H 0.96 0.91 -2.08
H -1.59 0.51 -2.06
H -1.24 -0.88 -1.01
H -0.63 -0.87 -2.63
H -1.01 -0.08 2.61
H -1.86 0.52 1.18
H -0.92 -0.96 1.05
H 1.07 -0.40 -0.87
H 1.27 -2.01 0.63
O 0.44 -2.09 0.15
```

Output
**E**: -7890.221 eV
**ΔE to the lowest compared entry with this formula, charge and spin**: 6.440 eV
**HOMO level**: -7.7 eV
**Largest force on an atom**: 0.087 hartree/bohr

***

Below is 3 unconnected molecules or ions with the total composition C4H13NO2 in a non-equilibrium geometry, with properties calculated with the ωB97M-V functional and the def2-TZVPD basis.

```
20
C4H13NO2 (the ωB97M-V functional and the def2-TZVPD basis)
C 0.11 -1.61 -0.38
N 0.83 -1.12 -1.58
C 1.13 0.29 -1.35
C 1.42 0.34 0.14
C 0.29 -0.54 0.69
H -0.94 -1.88 -0.51
H 0.58 -2.57 -0.10
H 0.28 -1.28 -2.41
H 1.97 0.64 -1.97
H 0.36 1.01 -1.67
H 1.48 1.32 0.58
H 2.39 -0.17 0.24
H 0.63 -0.89 1.67
H -0.59 0.07 0.84
H -4.74 0.21 -0.41
H -4.21 -1.05 -1.06
O -3.97 -0.38 -0.41
H 0.72 3.09 2.11
H 1.60 2.23 2.93
O 0.66 2.27 2.64
```

Output
**Total charge**: -1
**Spin multiplicity**: 2
**E**: -9942.186 eV
**ΔE to the lowest compared entry with this formula, charge and spin**: 0.611 eV
**HOMO level (spin up / spin down)**: 1.2 / -5.5 eV
**Largest force on an atom**: 0.027 hartree/bohr

***

Below is 2 unconnected molecules or ions with the total composition C4H13NO2 in a non-equilibrium geometry, with properties calculated with the ωB97M-V functional and the def2-TZVPD basis.

```
20
C4H13NO2 (the ωB97M-V functional and the def2-TZVPD basis)
C 1.93 1.83 1.51
N 0.58 1.82 0.91
C 0.45 0.93 -0.25
C -0.81 0.09 -0.16
C -1.51 -0.33 -1.43
O -0.48 -1.00 0.74
H 2.14 2.78 1.99
H 2.00 1.11 2.34
H 2.60 1.42 0.76
H -0.06 1.53 1.63
H 1.35 0.34 -0.40
H 0.24 1.56 -1.13
H -1.55 0.60 0.49
H -2.17 -1.20 -1.42
H -0.84 -0.53 -2.27
H -2.09 0.56 -1.72
H -1.13 -1.59 1.13
O -0.12 -3.64 -0.67
H 0.15 -2.71 -0.63
H -0.70 -3.57 -1.41
```

Output
**E**: -9942.710 eV
**ΔE to the lowest compared entry with this formula, charge and spin**: 1.487 eV
**HOMO level**: -8.8 eV
**SMILES string**: CNC[C@@H](C)O.O
**Largest force on an atom**: 0.067 hartree/bohr

***

Below is 3 unconnected molecules or ions with the total composition C4H13NO2 in a non-equilibrium geometry, with properties calculated with the ωB97M-V functional and the def2-TZVPD basis.

```
20
C4H13NO2 (the ωB97M-V functional and the def2-TZVPD basis)
C 0.81 0.80 1.66
C 0.47 -0.47 0.97
C -0.83 -1.19 1.29
N 1.21 -1.03 -0.08
C 1.57 -2.44 -0.09
H 0.71 0.74 2.70
H 1.65 1.34 1.27
H -1.49 -0.45 1.80
H -1.32 -1.73 0.45
H -0.60 -1.90 2.10
H 1.90 -0.49 -0.53
H 0.87 -2.85 0.80
H 1.26 -2.88 -1.01
H 2.56 -2.64 0.20
O 0.73 3.02 -2.45
H 0.23 2.16 -2.30
H 0.16 3.81 -2.15
O -3.45 2.00 -1.28
H -3.37 2.92 -1.67
H -3.08 1.28 -1.67
```

Output
**E**: -9940.825 eV
**ΔE to the lowest compared entry with this formula, charge and spin**: 3.372 eV
**HOMO level**: -7.4 eV
**SMILES string**: C=C(C)NC.O.O
**Largest force on an atom**: 0.125 hartree/bohr

***

Below is 2 unconnected molecules or ions with the total composition C4H13NO2 in a non-equilibrium geometry, with properties calculated with the ωB97M-V functional and the def2-TZVPD basis.

```
20
C4H13NO2 (the ωB97M-V functional and the def2-TZVPD basis)
C 1.17 -0.61 -1.37
N 0.99 0.38 -0.34
C 1.67 1.64 -0.83
C -0.38 0.65 0.07
C -0.52 0.04 1.52
O -1.85 -0.15 2.02
H 2.22 -0.73 -1.62
H 0.75 -0.26 -2.26
H 0.63 -1.64 -1.26
H 0.99 2.12 -1.58
H 1.75 2.22 0.00
H 2.69 1.32 -1.19
H -0.66 1.70 0.10
H -1.23 0.15 -0.47
H 0.17 -0.87 1.50
H -0.07 0.81 2.09
H -2.47 0.51 1.74
O -2.11 -2.45 0.25
H -1.99 -1.69 0.84
H -1.74 -3.15 0.80
```

Output
**E**: -9942.166 eV
**ΔE to the lowest compared entry with this formula, charge and spin**: 2.030 eV
**HOMO level**: -8.7 eV
**SMILES string**: CN(C)CCO.O
**Largest force on an atom**: 0.069 hartree/bohr